DFT (wB97M-V/def2-TZVPD) results for a structure of composition C22H39Cl3GaN3O3Si at a distorted geometry.

Properties
- Relative energy (zero: lowest compared OMol25 entry of this formula, charge and spin): 273.8 kJ/mol
- E_HOMO: -5.58 eV
- LUMO energy: -0.0180 Eh
- Strongest force on any atom: 3.87 eV/A
- HOMO-LUMO gap: 5.09 eV
- E: -131882.47483 eV
- Charge: 0

CARTESIAN COORDINATES (ANGSTROEM)
1 C 0.236 3.874 -2.512
2 C 0.529 3.681 -1.066
3 H 0.038 4.930 -2.698
4 H -0.643 3.275 -2.780
5 H 1.093 3.562 -3.116
6 C 0.365 4.629 -0.119
7 C -0.414 5.880 -0.360
8 H 0.785 4.476 0.879
9 H -1.423 5.675 -0.760
10 H 0.073 6.594 -1.046
11 H -0.528 6.353 0.624
12 Ga 2.934 -2.088 -0.294
13 Cl 4.605 -2.864 0.787
14 Cl -1.508 -1.336 -0.817
15 H -0.432 -5.279 1.425
16 H 1.267 -7.202 0.511
17 C -0.552 -4.975 0.371
18 C 0.958 -6.820 -0.478
19 N 0.623 -5.398 -0.420
20 H -0.676 -3.890 0.320
21 C 1.573 -4.548 -0.727
22 O 1.432 -3.283 -0.560
23 H 1.809 -6.926 -1.172
24 H 2.517 -4.945 -1.147
25 H -1.448 -5.462 -0.031
26 H 0.105 -7.400 -0.855
27 H -2.016 1.632 -0.051
28 H -1.633 3.562 2.280
29 C -2.836 1.601 0.701
30 C -2.206 2.775 2.799
31 N -2.259 1.540 2.017
32 H -3.454 0.719 0.515
33 C -1.917 0.338 2.597
34 O -1.891 -0.734 2.009
35 H -1.740 2.577 3.776
36 H -1.656 0.464 3.677
37 H -3.398 2.536 0.630
38 H -3.235 3.132 2.945
39 O -0.436 1.577 -0.809
40 C 0.765 2.211 -0.637
41 C 0.880 2.008 1.889
42 C 1.565 2.076 0.686
43 H -0.167 1.763 1.815
44 C 1.482 2.285 3.118
45 H 1.362 1.768 -1.473
46 C 2.961 2.115 0.736
47 H 0.861 2.384 4.016
48 C 2.858 2.414 3.169
49 C 3.611 2.294 1.995
50 H 3.529 2.015 -0.191
51 H 3.376 2.594 4.133
52 H 4.702 2.346 2.040
53 Si -1.777 -1.576 -2.831
54 Cl 3.163 -0.955 -2.011
55 C -3.569 -2.100 -3.208
56 C -0.660 -3.037 -3.272
57 C -1.400 -0.016 -3.759
58 H -3.733 -3.171 -3.010
59 H -3.722 -1.915 -4.278
60 H -4.315 -1.525 -2.643
61 H -1.890 0.852 -3.277
62 H -1.780 -0.173 -4.787
63 H -0.304 0.153 -3.768
64 H 0.393 -2.830 -3.065
65 H -0.763 -3.225 -4.353
66 H -0.949 -3.965 -2.755
67 C 1.399 -1.180 3.594
68 C 1.516 -1.121 2.164
69 N 1.835 -1.101 1.034
70 H 2.155 -1.898 3.968
71 H 0.399 -1.532 3.876
72 H 1.578 -0.193 4.041